Run w
8
Properties=species:S:1:pos:R:3:nbo_charge:R:1 method="wB97M-V/def2-TZVPD" orbital_gap_ha=0.351 smiles=NPN lumo_energy_ev=1.2 mol_weight_da=64.0
N -1.240 -0.247 -0.002 -1.18
N 1.269 -0.304 0.110 -1.11
P -0.009 0.895 0.054 0.89
H -1.005 -0.784 0.802 0.39
H -2.184 0.102 -0.196 0.40
H 2.142 0.297 0.194 0.38
H 1.145 -0.707 -0.754 0.37
H 0.092 1.075 -1.302 -0.13

=====

Run x
8
Properties=species:S:1:pos:R:3:nbo_charge:R:1 method="wB97M-V/def2-TZVPD" orbital_gap_ha=0.337 smiles=NPN lumo_energy_ev=1.1 mol_weight_da=64.0
N -1.163 -0.314 0.217 -1.18
N 1.431 -0.142 0.080 -1.16
P 0.047 0.797 -0.187 0.93
H -1.687 -0.055 1.116 0.39
H -1.805 -0.612 -0.438 0.39
H 1.361 -0.817 0.809 0.39
H 2.171 0.409 0.223 0.37
H -0.354 0.735 -1.820 -0.12

=====

Q: Which of them is the most stable? A: run w.

=====

Run w
19
Properties=species:S:1:pos:R:3:nbo_charge:R:1 method="wB97M-V/def2-TZVPD" orbital_gap_ha=0.336 smiles=CCSSC.O.O lumo_energy_ev=0.3 mol_weight_da=144.3
C 0.025 -0.447 -2.033 -0.63
C 1.545 -0.253 -2.045 -0.55
S 2.069 1.299 -1.313 0.10
S 2.116 0.985 0.637 0.10
C 0.444 1.310 1.255 -0.80
H -0.478 0.460 -2.378 0.21
H -0.346 -0.421 -1.001 0.21
H -0.161 -1.369 -2.619 0.22
H 2.081 -1.078 -1.538 0.22
H 1.899 -0.215 -3.069 0.22
H -0.415 0.842 0.725 0.24
H 0.323 1.039 2.293 0.23
H 0.150 2.359 1.174 0.21
H -2.462 1.060 1.432 0.47
H -3.103 -0.154 0.776 0.48
O -2.299 0.134 1.222 -0.95
H -1.011 -1.756 2.741 0.48
H -0.057 -1.612 1.508 0.47
O -0.319 -2.183 2.233 -0.95

=====

Run x
19
Properties=species:S:1:pos:R:3:nbo_charge:R:1 method="wB97M-V/def2-TZVPD" orbital_gap_ha=0.353 smiles=CCCSS.O.O lumo_energy_ev=0.5 mol_weight_da=144.3
C -0.154 0.091 -0.265 -0.42
C -1.210 0.096 0.844 -0.60
C 0.692 -1.156 -0.234 -0.53
S 1.937 -1.240 -1.559 0.10
S 3.234 0.293 -1.069 -0.17
H 0.455 0.991 -0.159 0.20
H -0.642 0.171 -1.240 0.21
H -0.728 0.059 1.821 0.21
H -1.798 1.006 0.801 0.20
H -1.869 -0.763 0.735 0.21
H 0.077 -2.049 -0.374 0.23
H 1.214 -1.291 0.715 0.23
H 2.623 1.307 -1.691 0.13
H 2.580 0.599 1.296 0.48
H 2.897 0.813 2.784 0.47
O 2.202 0.574 2.181 -0.96
H -4.313 -0.271 -1.940 0.47
H -3.576 0.853 -1.321 0.47
O -3.623 -0.083 -1.325 -0.93

=====

Q: Which of them is the most stable? A: run x.

=====

Run w
8
Properties=species:S:1:pos:R:3:nbo_charge:R:1 method="wB97M-V/def2-TZVPD" orbital_gap_ha="0.307 / 0.278" lumo_energy_ev="-1.3 / -1.1" mol_weight_da=94.0
N -1.316 0.066 0.288 -1.18
N 1.008 0.498 -0.655 0.28
O 0.448 0.032 -1.629 -0.40
O 2.126 0.968 -0.617 -0.36
P 0.129 0.534 0.917 0.96
H -1.333 -0.408 -0.611 0.43
H -2.117 -0.082 0.880 0.42
H 1.057 -1.608 1.428 -0.16

=====

Run x
8
Properties=species:S:1:pos:R:3:nbo_charge:R:1 method="wB97M-V/def2-TZVPD" orbital_gap_ha="0.351 / 0.351" smiles="NP[N+](=O)[O-]" lumo_energy_ev="0.3 / 0.3" mol_weight_da=94.0
N 0.703 -0.566 1.224 -1.14
N -0.462 0.261 -1.401 0.40
O 0.557 -0.183 -1.782 -0.39
O -1.247 0.983 -1.943 -0.39
P -0.925 -0.481 0.572 0.75
H 1.145 0.365 1.466 0.41
H 1.245 -1.311 0.798 0.41
H -1.016 0.932 1.065 -0.04

=====

Q: Which of them is the most stable? A: run x.

=====

Run w
7
Properties=species:S:1:pos:R:3:nbo_charge:R:1 method="wB97M-V/def2-TZVPD" orbital_gap_ha="0.248 / 0.248" lumo_energy_ev="-1.0 / -0.9" mol_weight_da=106.2
C 0.727 0.215 0.008 -0.42
N 0.319 -1.081 0.190 -0.03
N -0.664 -1.673 0.196 0.15
S -0.746 1.392 0.302 0.07
S -2.228 0.314 -0.432 -0.28
H 1.478 0.499 0.742 0.26
H 1.114 0.334 -1.005 0.25

=====

Run x
7
Properties=species:S:1:pos:R:3:nbo_charge:R:1 method="wB97M-V/def2-TZVPD" orbital_gap_ha=0.268 lumo_energy_ev=-1.7 mol_weight_da=106.2
C -0.236 -0.534 -0.709 -0.12
N -2.363 -0.606 0.439 -0.41
N -1.300 -0.421 -0.141 -0.01
S 3.059 0.368 0.507 -0.26
S 1.335 -0.545 -0.824 0.28
H -3.216 -0.052 0.337 0.36
H 2.721 1.789 0.392 0.16

=====

Q: Which of them is the most stable? A: run w.

=====

Run w
15
Properties=species:S:1:pos:R:3:nbo_charge:R:1 method="wB97M-V/def2-TZVPD" multiplicity=2 orbital_gap_ha="0.171 / 0.471" lumo_energy_ev="1.1 / 0.7" mol_weight_da=72.1
C -1.187 -0.424 0.055 -0.31
N -0.303 -0.456 -1.140 -0.82
C 0.997 0.232 -0.806 -0.30
C 0.908 0.693 0.702 -0.41
C -0.323 -0.025 1.262 -0.42
H -1.870 0.428 -0.039 0.21
H -1.749 -1.345 0.131 0.23
H -0.805 -0.005 -2.043 0.15
H -0.298 -1.395 -1.587 0.37
H 1.126 1.056 -1.494 0.23
H 1.732 -0.560 -0.684 0.22
H 1.809 0.405 1.244 0.21
H 0.898 1.782 0.687 0.21
H -0.958 0.539 1.944 0.22
H 0.022 -0.924 1.768 0.21

=====

Run x
15
Properties=species:S:1:pos:R:3:nbo_charge:R:1 method="wB97M-V/def2-TZVPD" multiplicity=2 orbital_gap_ha="0.085 / 0.394" lumo_energy_ev="0.1 / 0.6" mol_weight_da=72.1
C -0.934 0.804 -0.030 -0.27
C 0.066 -0.348 0.044 -0.50
C 1.525 -0.036 0.132 -0.17
C 2.444 -0.785 -0.472 -0.38
N -2.312 0.270 0.267 -0.67
H -0.737 1.567 0.724 0.17
H -0.952 1.360 -0.964 0.11
H -0.227 -1.026 0.878 0.14
H -0.116 -0.966 -0.845 0.20
H 1.742 0.861 0.705 0.20
H 3.479 -0.532 -0.302 0.21
H 2.159 -1.472 -1.268 0.20
H -2.469 -0.627 -0.209 0.37
H -2.426 0.062 1.306 0.25
H -3.056 0.984 0.073 0.15

=====

Q: Which of them is the most stable? A: run w.

=====

Run w
13
Properties=species:S:1:pos:R:3:nbo_charge:R:1 method="wB97M-V/def2-TZVPD" charge=-1 orbital_gap_ha="0.238 / 0.258" lumo_energy_ev="3.5 / 3.6" mol_weight_da=120.2
C -2.515 -0.316 0.183 -0.58
C -1.190 -0.535 -0.368 -0.39
C -0.266 -1.227 0.229 -0.27
N 1.426 1.496 0.356 -1.06
O 3.074 -0.355 0.868 -0.99
O 2.407 -0.028 -1.568 -1.00
S 1.969 -0.100 -0.120 1.83
H -3.338 -0.106 -0.557 0.16
H -2.989 -0.971 0.995 0.17
H -1.108 -0.176 -1.411 0.22
H -0.150 -1.522 1.322 0.19
H 2.148 2.149 0.060 0.36
H 0.532 1.692 0.010 0.37

=====

Run x
13
Properties=species:S:1:pos:R:3:nbo_charge:R:1 method="wB97M-V/def2-TZVPD" charge=-1 orbital_gap_ha=0.245 lumo_energy_ev=3.7 mol_weight_da=120.2
C -1.278 -0.515 1.122 -0.88
C 1.387 1.673 0.234 0.31
C 1.647 0.779 -0.860 -0.77
N 1.159 2.493 0.975 -0.37
O -1.455 0.195 -1.477 -1.07
O -3.488 0.433 -0.061 -1.07
S -1.993 0.671 -0.193 1.47
H -1.095 -0.063 2.059 0.20
H -0.329 -0.743 0.730 0.18
H -1.903 -1.436 1.361 0.20
H 2.176 -0.036 -0.467 0.23
H 1.976 1.220 -1.731 0.24
H 0.609 0.448 -1.135 0.33

=====

Q: Which of them is the most stable? A: run x.